Formula: C34H100Br3N18O11P5
Source: the Open Molecules 2025 dataset
Level of theory: ωB97M-V/def2-TZVPD

Calculated values
total charge = 0
HOMO energy = -8.388 eV
relative energy (zero: lowest compared OMol25 entry of this formula, charge and spin) = 38.5 kcal per mole
spin multiplicity = 1

Positions of all 171 atoms, in Å:
C  -1.982  -3.793  -4.651
N  -0.609  -3.229  -4.823
O  0.074  -3.021  -3.840
O  -0.265  -3.017  -5.958
H  -2.534  -3.261  -5.425
H  -2.358  -3.589  -3.656
H  -2.066  -4.836  -4.944
C  -4.938  -0.955  3.292
N  -5.339  -1.499  4.629
O  -6.367  -1.072  5.107
O  -4.661  -2.395  5.072
H  -4.880  -1.756  2.567
H  -3.929  -0.606  3.531
H  -5.528  -0.071  3.083
C  1.932  6.145  -1.080
N  2.386  4.734  -0.970
O  1.948  4.040  -0.062
O  3.101  4.290  -1.846
H  0.846  6.132  -1.106
H  2.402  6.575  -1.954
H  2.217  6.591  -0.128
O  -1.753  0.770  1.213
P  -0.821  -0.340  0.897
N  -1.548  -1.684  0.173
C  -0.803  -2.716  -0.572
C  -3.003  -1.622  -0.019
N  0.006  -0.891  2.247
C  0.687  -2.179  2.302
C  0.562  0.123  3.151
N  0.429  0.015  -0.199
C  1.367  1.055  0.293
C  0.135  0.202  -1.633
H  -0.583  -2.403  -1.592
H  -1.483  -3.568  -0.630
H  0.080  -2.959  0.006
H  -3.163  -1.222  -1.026
H  -3.427  -0.921  0.694
H  -3.420  -2.624  0.087
H  1.669  -2.139  1.815
H  0.985  -2.480  3.311
H  -0.021  -2.899  1.906
H  1.652  0.116  3.191
H  0.115  1.099  2.983
H  0.218  -0.185  4.148
H  0.781  1.882  0.704
H  2.043  0.671  1.049
H  1.964  1.541  -0.475
H  -0.941  0.118  -1.803
H  0.580  -0.610  -2.215
H  0.521  1.143  -2.017
O  -0.934  -7.471  -2.727
P  -0.315  -8.222  -1.614
N  0.716  -9.452  -2.098
C  1.846  -9.151  -2.980
C  0.704  -10.818  -1.572
N  -1.446  -8.981  -0.604
C  -1.952  -8.223  0.584
C  -2.484  -9.709  -1.319
N  0.682  -7.265  -0.646
C  0.295  -5.875  -0.430
C  1.384  -7.841  0.492
H  1.587  -9.593  -3.946
H  2.718  -9.669  -2.574
H  1.990  -8.080  -3.085
H  0.807  -11.491  -2.437
H  -0.283  -11.138  -1.254
H  1.581  -10.911  -0.931
H  -1.102  -7.792  1.100
H  -2.564  -7.397  0.217
H  -2.457  -8.995  1.155
H  -2.051  -10.232  -2.165
H  -3.014  -10.305  -0.567
H  -3.281  -9.018  -1.630
H  1.027  -5.299  0.141
H  0.273  -5.269  -1.341
H  -0.710  -5.810  -0.006
H  2.334  -7.308  0.624
H  1.651  -8.885  0.357
H  0.922  -7.639  1.465
O  6.602  3.039  -1.668
P  5.980  2.416  -2.859
N  4.758  1.331  -2.412
C  4.894  0.774  -1.071
C  3.990  0.606  -3.412
N  7.064  1.647  -3.858
C  7.774  0.509  -3.268
C  7.930  2.520  -4.644
N  5.217  3.504  -3.912
C  4.716  3.132  -5.230
C  5.400  4.938  -3.769
H  4.030  1.077  -0.474
H  5.731  1.215  -0.531
H  5.095  -0.300  -1.091
H  4.680  0.180  -4.151
H  3.283  1.232  -3.955
H  3.469  -0.237  -2.960
H  8.838  0.604  -3.504
H  7.794  0.576  -2.177
H  7.463  -0.472  -3.625
H  8.557  1.986  -5.357
H  7.380  3.313  -5.142
H  8.628  3.030  -3.963
H  3.635  3.318  -5.247
H  5.154  3.726  -6.036
H  4.805  2.072  -5.451
H  6.294  5.340  -4.251
H  5.375  5.187  -2.707
H  4.485  5.422  -4.124
O  -1.782  5.643  5.507
P  -1.590  4.185  5.565
N  -2.943  3.297  5.102
C  -4.212  3.804  5.661
C  -2.974  2.010  4.425
N  -1.259  3.576  7.128
C  -0.869  4.504  8.182
C  -0.842  2.197  7.325
N  -0.416  3.608  4.520
C  -0.518  3.938  3.097
C  0.949  3.595  5.003
H  -4.247  3.815  6.755
H  -4.976  3.113  5.310
H  -4.350  4.834  5.338
H  -3.840  1.833  3.795
H  -2.823  1.270  5.226
H  -2.044  1.860  3.873
H  -1.241  4.119  9.139
H  0.222  4.468  8.300
H  -1.334  5.464  7.983
H  0.246  2.136  7.359
H  -1.302  1.791  8.233
H  -1.340  1.567  6.590
H  0.153  3.278  2.551
H  -1.542  3.825  2.744
H  -0.279  4.994  2.942
H  1.058  3.372  6.058
H  1.457  4.552  4.810
H  1.552  2.895  4.414
O  -4.245  4.940  -3.214
P  -3.985  4.424  -1.854
N  -4.099  5.599  -0.640
C  -3.302  6.820  -0.735
C  -4.518  5.314  0.741
N  -2.498  3.704  -1.681
C  -1.508  3.490  -2.740
C  -1.894  3.575  -0.371
N  -5.112  3.233  -1.417
C  -6.518  3.324  -1.747
C  -4.752  2.025  -0.685
H  -2.632  6.783  -1.595
H  -2.680  6.855  0.166
H  -3.910  7.726  -0.770
H  -4.647  6.282  1.219
H  -3.820  4.626  1.221
H  -5.509  4.856  0.775
H  -1.872  3.567  -3.767
H  -0.840  4.361  -2.698
H  -1.063  2.511  -2.592
H  -1.965  4.574  0.100
H  -2.405  2.901  0.315
H  -0.813  3.523  -0.228
H  -6.684  3.764  -2.730
H  -6.981  2.338  -1.703
H  -7.102  3.911  -1.024
H  -3.693  1.836  -0.849
H  -5.311  1.144  -1.010
H  -4.919  2.040  0.400
C  4.296  -3.096  -2.134
Br  2.631  -2.328  -1.470
Br  3.881  -4.931  -2.705
Br  5.652  -3.227  -0.713
H  4.679  -2.551  -2.986

Atomic partial charges in e from the Löwdin method, atoms 1 to 6: C 0.06; N -0.44; O 0.02; O 0.07; H 0.10; H 0.09


Formula: C11H17OPS
Source: the Open Molecules 2025 dataset
Level of theory: ωB97M-V/def2-TZVPD

Calculated values
SMILES = OCP(S)c1ccccc1.C=C(C)C
total charge = 0
HOMO energy = -8.767 eV
relative energy (zero: lowest compared OMol25 entry of this formula, charge and spin) = 68.4 kcal per mole
spin multiplicity = 1

Positions of all 31 atoms, in Å:
O  -2.700  0.531  1.223
C  -1.936  1.738  0.956
P  -0.394  1.303  -0.113
S  -0.229  3.187  -1.059
C  -1.210  0.271  -1.399
C  -0.460  -0.890  -1.639
C  -0.880  -1.898  -2.479
C  -1.862  -1.542  -3.402
C  -2.476  -0.296  -3.230
C  -2.301  0.539  -2.148
H  -2.735  0.694  2.155
H  -2.477  2.504  0.492
H  -1.627  2.126  1.964
H  1.100  3.498  -0.640
H  0.463  -1.145  -1.035
H  -0.200  -2.851  -2.456
H  -2.134  -2.160  -4.140
H  -3.284  0.086  -3.933
H  -2.820  1.483  -1.911
C  1.493  0.311  2.875
C  2.201  -0.422  2.037
C  2.270  -1.926  2.037
C  3.084  0.150  0.978
H  0.914  -0.193  3.716
H  1.529  1.330  2.681
H  2.235  -2.428  1.020
H  3.096  -2.396  2.647
H  1.456  -2.557  2.581
H  2.616  0.608  0.106
H  3.671  -0.560  0.649
H  3.596  0.907  1.465

Atomic partial charges in e from the Löwdin method, atoms 1 to 6: O -0.12; C -0.44; P 0.69; S 0.35; C -0.47; C -0.15


Formula: C29H54I2N2O13
Source: the Open Molecules 2025 dataset
Level of theory: ωB97M-V/def2-TZVPD

Calculated values
total charge = 0
HOMO energy = -8.325 eV
relative energy (zero: lowest compared OMol25 entry of this formula, charge and spin) = 170.4 kcal per mole
spin multiplicity = 1

Positions of all 100 atoms, in Å:
C  -0.538  1.770  0.285
C  -2.070  1.253  -0.051
I  -3.561  2.854  -0.132
C  -2.041  0.401  -1.473
I  -4.162  0.139  -2.046
O  -1.358  -0.884  -1.151
C  -1.587  -1.888  -2.205
O  -1.540  -1.634  -3.540
N  -1.838  -3.326  -1.810
C  -0.603  -3.937  -1.188
C  -0.409  -3.645  0.413
C  -0.764  -5.032  1.209
C  0.468  -5.683  2.069
O  1.813  -5.429  1.531
C  2.507  -4.415  2.379
O  1.907  -3.318  2.884
C  -3.078  -3.500  -0.964
C  -4.485  -3.601  -1.830
O  -4.420  -3.639  -3.184
N  -5.856  -3.702  -1.128
C  -5.722  -3.503  0.367
C  -6.785  -2.599  -1.600
H  -0.024  2.335  -0.621
H  0.081  0.790  0.557
H  -0.559  2.458  1.232
H  -2.340  0.458  0.797
H  -1.386  0.909  -2.309
H  -0.527  -5.089  -1.483
H  0.328  -3.429  -1.735
H  0.713  -3.272  0.562
H  -1.078  -2.750  0.828
H  -1.137  -5.877  0.455
H  -1.669  -4.897  1.975
H  0.315  -6.866  2.024
H  0.355  -5.398  3.205
H  3.640  -4.597  2.617
H  -3.067  -4.425  -0.247
H  -3.194  -2.524  -0.287
H  -5.009  -4.260  0.906
H  -5.406  -2.394  0.675
H  -6.805  -3.660  0.837
H  -7.891  -3.030  -1.561
H  -6.778  -1.636  -0.908
H  -6.573  -2.246  -2.700
O  -7.615  3.448  -0.617
C  -7.631  4.495  0.030
O  -6.620  5.384  -0.083
C  -6.641  6.716  0.464
C  -6.169  6.716  1.904
C  -8.717  4.758  1.030
H  -7.625  7.178  0.343
H  -5.946  7.309  -0.140
H  -6.829  6.123  2.544
H  -6.130  7.735  2.298
H  -5.172  6.269  1.980
H  -8.453  4.291  1.982
H  -9.647  4.313  0.658
H  -8.927  5.815  1.181
O  3.336  0.696  -0.951
C  3.142  0.204  -2.062
O  2.138  0.658  -2.845
C  1.957  0.300  -4.227
C  1.162  -0.985  -4.353
C  3.949  -0.970  -2.529
H  2.914  0.256  -4.753
H  1.390  1.117  -4.686
H  1.687  -1.828  -3.896
H  0.976  -1.222  -5.404
H  0.201  -0.893  -3.836
H  3.495  -1.892  -2.155
H  4.963  -0.878  -2.124
H  4.059  -1.025  -3.611
O  8.097  -4.723  3.674
C  7.761  -3.602  3.294
O  6.484  -3.185  3.438
C  6.038  -1.833  3.220
C  5.703  -1.604  1.759
C  8.735  -2.716  2.575
H  6.762  -1.111  3.604
H  5.129  -1.708  3.819
H  6.581  -1.732  1.121
H  5.308  -0.596  1.607
H  4.956  -2.330  1.419
H  8.733  -2.966  1.511
H  9.734  -2.894  2.985
H  8.539  -1.652  2.706
O  1.872  4.464  1.514
C  2.969  4.574  0.966
O  3.866  5.484  1.409
C  5.238  5.551  0.979
C  5.368  6.381  -0.283
C  3.294  3.776  -0.260
H  5.668  4.551  0.872
H  5.791  6.040  1.788
H  4.819  5.934  -1.116
H  6.418  6.479  -0.573
H  4.950  7.381  -0.128
H  2.915  4.298  -1.142
H  2.801  2.801  -0.180
H  4.356  3.569  -0.380

Atomic partial charges in e from the Löwdin method, atoms 1 to 6: C -0.17; C -0.79; I 0.72; C -0.67; I 0.86; O -0.15


| no. | Kohn-Sham gap (eV) |
| --- | --- |
| 1 | 8.21 |
| 2 | 9.40 |
| 3 | 8.43 |